No. 1
# C5H7N3

A single C5H7N3 molecule in a non-equilibrium geometry (wB97M-V/def2-TZVPD, the Open Molecules 2025 dataset).

Atoms and positions in Å:
C (-1.0038, -1.3147, 0.1061)
C (-1.8559, 1.1055, 0.2277)
C (2.9456, -0.1618, 0.2390)
C (1.9615, 0.6896, -0.0718)
C (-2.0760, -0.3466, -0.2620)
N (0.2696, -0.9260, 0.0540)
N (-0.6994, 1.6129, 0.2742)
N (0.6900, 0.2650, -0.2137)
H (-1.3301, -2.4198, 0.2120)
H (-2.6755, 1.8046, 0.5445)
H (4.0582, 0.0617, 0.1441)
H (2.6648, -1.1548, 0.5029)
H (2.1760, 1.6375, -0.4641)
H (-2.0399, -0.2202, -1.3243)
H (-3.0851, -0.6329, 0.0314)

Cartesian forces (eV/Å) of the 3 atoms listed first:
C 1.630 0.367 -0.488
C 1.884 -0.023 0.168
C 1.539 0.661 -0.111

HOMO level (spin up / spin down): -7.918 / -7.917 eV
lowest unoccupied orbital energy (spin up / spin down): -0.021 / -0.022 eV
net charge: 0
multiplicity: 1
HOMO-LUMO gap (spin up / spin down): 7.9 / 7.9 eV

Formally, the Mulliken partial charges of the atoms, in units of the elementary charge, are as follows: number 1, C, carries -0.175; number 2, C, carries 0.007; number 3, C, carries -0.653; number 4, C, carries -0.017; number 5, C, carries -0.471; number 6, N, carries -0.351; number 7, N, carries -0.423; number 8, N, carries 0.001; number 9, H, carries 0.289; number 10, H, carries 0.364; number 11, H, carries 0.218; number 12, H, carries 0.295; number 13, H, carries 0.338; number 14, H, carries 0.256; number 15, H, carries 0.321

No. 2
# C5H7N3

A single C5H7N3 molecule (wB97M-V/def2-TZVPD, the Open Molecules 2025 dataset).

Atoms and positions in Å:
C (-0.3410, -0.7347, -0.4488)
C (-0.9894, -0.0696, 0.4939)
N (-0.6523, -1.7563, -1.2827)
N (-1.7299, -0.1404, 1.5726)
C (1.0175, -0.0564, -0.5901)
N (1.1796, 0.3504, -1.8834)
C (0.8462, 1.0498, 0.5394)
C (1.1853, 2.0040, 1.2139)
H (-0.1632, -1.6756, -2.1697)
H (-1.6194, -2.0302, -1.3585)
H (-1.5479, -0.8288, 2.2939)
H (-2.2602, 0.6675, 1.8693)
H (1.8750, 1.0920, -1.9316)
H (1.7766, -0.7223, -0.1295)
H (1.4231, 2.8505, 1.8113)

Cartesian forces (eV/Å) of the 3 atoms listed first:
C 0.252 -0.057 -0.249
C -0.392 -0.288 0.014
N -0.083 0.227 0.117

HOMO level (spin up / spin down): -6.648 / -6.642 eV
lowest unoccupied orbital energy (spin up / spin down): -0.209 / -0.211 eV
net charge: 0
multiplicity: 1
HOMO-LUMO gap (spin up / spin down): 6.4 / 6.4 eV

Formally, the Mulliken partial charges of the atoms, in units of the elementary charge, are as follows: number 1, C, carries 0.049; number 2, C, carries 0.150; number 3, N, carries -0.442; number 4, N, carries -0.368; number 5, C, carries 0.481; number 6, N, carries -0.868; number 7, C, carries -0.849; number 8, C, carries -0.006; number 9, H, carries 0.317; number 10, H, carries 0.225; number 11, H, carries 0.228; number 12, H, carries 0.268; number 13, H, carries 0.201; number 14, H, carries 0.193; number 15, H, carries 0.423

No. 3
# C5H7N3

A single C5H7N3 molecule in a non-equilibrium geometry (wB97M-V/def2-TZVPD, the Open Molecules 2025 dataset).

Atoms and positions in Å:
C (1.3676, -0.0169, 0.0009)
C (-0.5495, 1.7371, -0.1124)
C (-1.1425, -0.1897, 0.3407)
C (-1.2523, -1.5552, 0.0023)
C (0.0315, -0.6955, -0.3111)
H (3.0667, -1.2503, -0.0773)
H (1.4368, 2.1498, 0.2602)
H (-0.6347, 2.7966, -0.2264)
H (-1.1611, -0.3622, 1.5880)
H (-1.5067, -2.2107, 0.8431)
H (-1.4203, -2.0076, -1.1122)
H (0.0289, -0.5269, -1.4215)
N (2.5763, -0.2697, 0.1966)
N (0.7287, 1.2815, 0.0092)
N (-1.5694, 1.1198, 0.0200)

Cartesian forces (eV/Å) of the 3 atoms listed first:
C -3.167 -0.619 0.981
C 3.313 3.638 -0.220
C -0.794 1.324 4.299

HOMO level: -9.319 eV
lowest unoccupied orbital energy: 0.946 eV
net charge: 0
multiplicity: 1
HOMO-LUMO gap: 10.3 eV

Formally, the Mulliken partial charges of the atoms, in units of the elementary charge, are as follows: number 1, C, carries 0.369; number 2, C, carries -0.087; number 3, C, carries 0.473; number 4, C, carries -0.645; number 5, C, carries -0.283; number 6, H, carries 0.269; number 7, H, carries 0.307; number 8, H, carries 0.376; number 9, H, carries 0.047; number 10, H, carries 0.297; number 11, H, carries 0.207; number 12, H, carries 0.175; number 13, N, carries -0.741; number 14, N, carries -0.229; number 15, N, carries -0.535

No. 4
# C5H7N3

2 unconnected molecules or ions with the total composition C5H7N3 in a non-equilibrium geometry (wB97M-V/def2-TZVPD, the Open Molecules 2025 dataset).

Atoms and positions in Å:
C (-2.3232, -0.2819, 0.6960)
C (-1.7539, -1.1904, -0.1982)
C (2.0877, -0.8646, 0.1799)
C (2.4216, 0.3392, 0.4629)
C (0.1334, 1.5779, -0.7108)
N (-1.6630, 0.8658, 0.6065)
N (-0.7477, -0.5872, -0.8239)
N (-0.7382, 0.6504, -0.3140)
H (-3.1554, -0.3976, 1.3576)
H (-2.0143, -2.2069, -0.4093)
H (2.6818, -1.7574, 0.3689)
H (1.1206, -1.0905, -0.2956)
H (3.1061, 1.0355, 0.8673)
H (0.7482, 1.3735, -1.5594)
H (0.0964, 2.5339, -0.2278)

Cartesian forces (eV/Å) of the 3 atoms listed first:
C 0.286 0.158 -0.180
C 0.224 0.333 -0.042
C -0.409 -1.136 -0.296

HOMO level (spin up / spin down): -8.073 / -7.604 eV
lowest unoccupied orbital energy (spin up / spin down): -0.261 / 0.510 eV
net charge: 0
multiplicity: 1
HOMO-LUMO gap (spin up / spin down): 7.8 / 8.1 eV

Formally, the Mulliken partial charges of the atoms, in units of the elementary charge, are as follows: number 1, C, carries -0.207; number 2, C, carries -0.190; number 3, C, carries -0.362; number 4, C, carries -0.432; number 5, C, carries -0.585; number 6, N, carries -0.961; number 7, N, carries -0.877; number 8, N, carries 1.141; number 9, H, carries 0.421; number 10, H, carries 0.414; number 11, H, carries 0.255; number 12, H, carries 0.286; number 13, H, carries 0.346; number 14, H, carries 0.419; number 15, H, carries 0.330

No. 5
# C5H7N3

A single C5H7N3 molecule in a non-equilibrium geometry (wB97M-V/def2-TZVPD, the Open Molecules 2025 dataset).

Atoms and positions in Å:
C (-1.0892, -0.1505, 0.8215)
C (0.9604, -0.0314, -0.6317)
C (0.9146, 1.1860, -1.1335)
C (-0.0490, 2.2092, -0.8737)
C (-0.2236, -2.7122, 1.2094)
H (-0.9479, -0.2647, 1.9094)
H (-1.3192, 0.8821, 0.5993)
H (-1.9650, -0.7800, 0.5728)
H (1.7663, -0.6965, -0.9155)
H (1.6474, 1.4531, -1.8772)
H (0.0718, -3.7361, 1.3575)
H (-1.1710, -2.3500, 1.5960)
N (0.0929, -0.7228, 0.1939)
N (-0.7863, 3.0600, -0.5949)
N (0.5275, -1.9822, 0.4590)

Cartesian forces (eV/Å) of the 3 atoms listed first:
C -0.288 -1.393 0.796
C -0.412 -1.958 0.733
C -0.313 1.620 -0.756

HOMO level: -8.605 eV
lowest unoccupied orbital energy: 0.789 eV
net charge: 0
multiplicity: 1
HOMO-LUMO gap: 9.4 eV

Formally, the Mulliken partial charges of the atoms, in units of the elementary charge, are as follows: number 1, C, carries -0.913; number 2, C, carries 0.260; number 3, C, carries -0.650; number 4, C, carries 0.232; number 5, C, carries -0.364; number 6, H, carries 0.341; number 7, H, carries 0.267; number 8, H, carries 0.290; number 9, H, carries 0.392; number 10, H, carries 0.314; number 11, H, carries 0.264; number 12, H, carries 0.310; number 13, N, carries 0.506; number 14, N, carries -0.480; number 15, N, carries -0.767

No. 6
# C5H7N3

A single C5H7N3 molecule in a non-equilibrium geometry (wB97M-V/def2-TZVPD, the Open Molecules 2025 dataset).

Atoms and positions in Å:
C (-3.4456, -0.4416, 0.0829)
C (-1.9998, -0.4549, -0.2573)
C (0.8846, 1.4588, -0.2722)
C (1.2483, 0.2917, 0.5639)
C (2.3585, -0.5253, 0.1066)
H (-3.7499, 0.3816, 0.7556)
H (-4.0334, -0.3364, -0.8490)
H (-3.7369, -1.3478, 0.6038)
H (-1.6646, -1.1457, -1.0516)
H (0.4476, 2.3126, 0.2381)
H (1.4198, 1.7236, -1.1644)
H (1.0328, 0.2753, 1.6191)
N (-1.1583, 0.3430, 0.2873)
N (0.0959, 0.1777, -0.3602)
N (3.3494, -1.0687, -0.1407)

Cartesian forces (eV/Å) of the 3 atoms listed first:
C -0.631 0.696 0.213
C 0.394 0.522 0.168
C -0.699 -0.442 0.235

HOMO level: -9.741 eV
lowest unoccupied orbital energy: 0.998 eV
net charge: 0
multiplicity: 1
HOMO-LUMO gap: 10.7 eV

Formally, the Mulliken partial charges of the atoms, in units of the elementary charge, are as follows: number 1, C, carries -0.922; number 2, C, carries 0.036; number 3, C, carries -0.481; number 4, C, carries 0.113; number 5, C, carries 0.012; number 6, H, carries 0.274; number 7, H, carries 0.268; number 8, H, carries 0.275; number 9, H, carries 0.444; number 10, H, carries 0.324; number 11, H, carries 0.257; number 12, H, carries 0.452; number 13, N, carries -0.558; number 14, N, carries -0.069; number 15, N, carries -0.424

No. 7
# C5H7N3

A single C5H7N3 molecule in a non-equilibrium geometry (wB97M-V/def2-TZVPD, the Open Molecules 2025 dataset).

Atoms and positions in Å:
C (-0.0592, 1.5671, -0.0122)
C (-1.1345, -0.1019, 1.0967)
C (-0.5244, -1.1562, -0.8665)
C (1.5146, -0.5036, 0.1896)
C (1.0725, 0.6785, -0.5957)
H (0.4010, 2.5877, 0.0981)
H (-0.8237, 1.5413, -0.8558)
H (-1.4614, -0.4442, 2.1067)
H (-0.8665, -1.7695, -1.6986)
H (2.5079, -0.7371, 0.0145)
H (1.0278, -0.6171, 1.1564)
H (1.8519, 1.2255, -1.1706)
N (-0.6208, 1.0813, 1.1598)
N (-1.3244, -1.0632, 0.1384)
N (0.8237, -0.6882, -1.0870)

Cartesian forces (eV/Å) of the 3 atoms listed first:
C 0.831 0.467 -3.476
C 0.269 0.554 3.772
C -0.094 -0.282 -0.321

HOMO level: -9.416 eV
lowest unoccupied orbital energy: 0.224 eV
net charge: 0
multiplicity: 1
HOMO-LUMO gap: 9.6 eV

Formally, the Mulliken partial charges of the atoms, in units of the elementary charge, are as follows: number 1, C, carries -0.460; number 2, C, carries -0.042; number 3, C, carries 0.095; number 4, C, carries -0.524; number 5, C, carries -0.059; number 6, H, carries 0.363; number 7, H, carries 0.271; number 8, H, carries 0.338; number 9, H, carries 0.396; number 10, H, carries 0.331; number 11, H, carries 0.308; number 12, H, carries 0.362; number 13, N, carries -0.501; number 14, N, carries -0.471; number 15, N, carries -0.406

No. 8
# C5H7N3O

2 unconnected molecules or ions with the total composition C5H7N3O in a non-equilibrium geometry (wB97M-V/def2-TZVPD, the Open Molecules 2025 dataset).

Atoms and positions in Å:
C (-2.2906, -1.2654, -0.0732)
C (-3.0306, 1.2377, 0.2084)
C (-2.5736, 0.0159, 0.0412)
C (0.3195, 0.6751, 0.1554)
C (2.6812, 0.3460, -0.0149)
N (-1.8058, -2.2964, -0.2791)
N (1.1102, -1.5213, 0.0638)
N (1.2935, -0.1640, -0.1825)
O (0.1408, 1.8453, 0.3901)
H (-2.4476, 2.1358, 0.0396)
H (-4.0823, 1.3890, 0.2249)
H (3.2728, -0.4187, -0.6965)
H (2.8643, 1.3672, -0.4805)
H (3.0684, 0.4036, 1.0959)
H (1.3561, -2.0596, -0.8332)
H (0.1238, -1.6903, 0.3404)

Cartesian forces (eV/Å) of the 3 atoms listed first:
C 0.269 -0.160 -0.233
C 0.520 -1.252 -1.118
C -0.136 2.792 0.651

HOMO level (spin up / spin down): -8.789 / -7.862 eV
lowest unoccupied orbital energy (spin up / spin down): -0.001 / -1.008 eV
net charge: 0
multiplicity: 1
HOMO-LUMO gap (spin up / spin down): 8.8 / 6.9 eV

Formally, the Mulliken partial charges of the atoms, in units of the elementary charge, are as follows: number 1, C, carries 0.529; number 2, C, carries -0.732; number 3, C, carries 0.230; number 4, C, carries 0.153; number 5, C, carries -0.762; number 6, N, carries -0.628; number 7, N, carries -0.682; number 8, N, carries 0.353; number 9, O, carries -0.458; number 10, H, carries 0.279; number 11, H, carries 0.308; number 12, H, carries 0.265; number 13, H, carries 0.306; number 14, H, carries 0.279; number 15, H, carries 0.282; number 16, H, carries 0.279